1.
Density functional theory data (wB97M-V/def2-TZVPD) for C21H20AuFN6O4 as an isolated structure.

```
53
Properties=species:S:1:pos:R:3:forces:R:3:nbo_charge:R:1
Au 0.28207 3.06711 -2.69364 -0.031 0.089 -0.141 0.577
F -2.40591 0.69336 2.39739 -0.068 0.014 0.151 -0.361
C -1.82734 0.30723 1.22299 0.011 -0.004 -0.053 0.346
C -2.26613 0.84423 0.05579 -0.140 0.043 0.049 -0.204
C -1.66644 0.45265 -1.13679 0.048 -0.013 -0.148 -0.149
C -2.05532 1.17259 -2.37423 -0.224 0.048 0.082 0.497
O -2.95368 2.00347 -2.35947 0.181 -0.246 -0.092 -0.579
C -1.24167 0.83154 -3.53356 -0.220 0.011 0.239 -0.252
C -0.34447 -0.16894 -3.46099 0.092 -0.155 0.104 0.073
N -0.05846 -0.87975 -2.32379 -0.093 -0.009 0.016 -0.380
C 1.06934 -1.77079 -2.31888 0.171 -0.173 -0.075 -0.073
C 1.14344 -2.80780 -3.39289 -0.069 -0.028 -0.039 -0.419
C 0.83356 -3.21223 -1.97959 -0.038 -0.027 -0.037 -0.428
C -0.64335 -0.49996 -1.12861 0.006 -0.011 -0.196 0.203
C -0.18443 -1.00124 0.09505 -0.020 -0.077 0.098 -0.163
C -0.76421 -0.59424 1.27485 -0.043 0.051 -0.070 0.057
N -0.23204 -1.05432 2.51210 0.168 -0.199 0.049 -0.461
C -0.82688 -2.19174 3.15490 -0.051 0.073 0.047 -0.224
C -1.80218 -1.77110 4.24713 -0.073 0.026 0.072 -0.242
N -1.04102 -0.91544 5.23132 0.032 0.007 -0.077 -0.496
C -0.43516 0.30962 4.57603 -0.024 0.043 0.073 -0.237
C 0.42747 -0.12982 3.40128 0.088 0.013 -0.099 -0.252
C -1.22414 1.74399 -4.73388 0.190 0.084 -0.065 0.768
O -1.44894 1.32462 -5.85069 -0.112 0.043 -0.072 -0.635
O -0.86495 2.95552 -4.42627 0.112 0.091 0.041 -0.778
H -3.04618 1.59244 0.02340 -0.015 0.017 -0.004 0.265
H 0.24853 -0.43566 -4.32652 0.001 0.002 0.009 0.228
H 1.99625 -1.31459 -1.98649 -0.193 -0.085 -0.033 0.250
H 2.11851 -3.03535 -3.79817 0.003 -0.004 -0.003 0.222
H 0.33193 -2.84233 -4.10621 -0.004 -0.027 -0.006 0.229
H 1.59131 -3.72776 -1.40569 0.003 0.004 0.006 0.215
H -0.18680 -3.49772 -1.76263 -0.003 -0.020 -0.016 0.222
H 0.67023 -1.65928 0.14192 -0.016 0.025 -0.005 0.233
H -0.04734 -2.82567 3.60640 0.002 0.005 -0.014 0.187
H -1.35538 -2.80050 2.42366 0.013 0.008 -0.016 0.249
H -2.22034 -2.61202 4.79954 0.019 -0.008 -0.002 0.220
H -2.59720 -1.14530 3.84485 0.009 -0.040 0.018 0.245
H -0.28961 -1.47740 5.63770 -0.005 0.003 -0.005 0.419
H -1.65000 -0.63264 5.99704 -0.001 0.015 -0.006 0.432
H 0.15243 0.82047 5.33787 -0.018 0.019 -0.008 0.223
H -1.26829 0.93060 4.26413 0.002 0.024 -0.041 0.251
H 1.34116 -0.59929 3.79391 0.011 -0.004 0.027 0.188
H 0.72818 0.76031 2.84414 -0.034 -0.025 0.015 0.295
N 3.50995 1.93803 -2.21173 -0.019 -0.140 0.011 -0.818
C 2.40729 1.71100 -1.45828 -0.081 0.379 0.028 0.707
O 2.05350 0.59691 -1.10837 0.355 0.273 0.127 -0.673
C 1.60962 2.95408 -1.07228 0.153 0.058 0.210 -0.672
C 0.93150 2.72834 0.19853 -0.064 0.066 -0.068 0.368
N 0.41657 2.55173 1.21389 0.115 -0.035 -0.098 -0.429
C 2.39469 4.18576 -1.04783 -0.184 -0.224 -0.007 0.284
N 3.03873 5.13887 -1.07753 0.038 -0.022 0.016 -0.344
H 3.70433 2.85088 -2.58658 -0.002 0.010 0.007 0.414
H 3.94726 1.13750 -2.63425 0.023 0.032 -0.002 0.402
```
Forces are in eV/Å.

Computed properties:
Orbital gap (eV): 6.080
E_LUMO (eV): -1.28
Strongest force on any atom (eV/A): 0.5
HOMO energy (eV): -7.356



2.
Density functional theory data (wB97M-V/def2-TZVPD) for a 3-piece molecular cluster, C21H20BClF3NO2S overall.

```
50
Properties=species:S:1:pos:R:3:forces:R:3:nbo_charge:R:1
C -1.87395 -2.31517 -3.59565 0.967 0.009 -0.035 -0.382
N -1.43640 -2.73229 -2.27258 0.218 -0.534 0.464 -0.729
C -0.98938 -4.09983 -2.20156 0.586 -0.573 -0.406 -0.394
C 0.02817 -0.27778 0.09997 -0.758 0.509 -0.261 -0.182
Cl 0.87922 -1.59026 -0.59822 0.801 0.085 -0.112 0.048
H -1.54345 -3.11633 -4.27085 -0.349 0.439 -0.123 0.192
H -2.94550 -2.15231 -3.70667 -0.050 -0.046 0.185 0.197
H -1.32971 -1.41024 -3.86496 -0.237 0.159 -0.257 0.200
H -1.71277 -4.89831 -2.05563 -0.824 0.259 0.031 0.187
H -0.54924 -4.28074 -3.17277 0.472 -0.523 -0.116 0.185
H -0.23624 -4.32694 -1.45132 0.216 0.562 0.210 0.204
H 0.14357 0.57229 -0.62099 -0.301 -0.821 -0.058 0.110
C -0.72692 5.12251 2.18623 -0.102 0.464 0.023 -0.651
C -0.11695 3.79190 1.90125 0.401 -1.061 0.004 -0.131
C -0.08775 2.69994 2.75313 0.483 0.333 -0.445 -0.282
C 0.71766 1.64235 2.24337 -1.025 -0.098 -1.286 -0.134
C 1.11075 1.72299 0.88745 1.379 3.350 2.963 -0.232
B -1.61056 -1.96442 -1.11751 -3.235 0.121 -0.383 1.187
C 2.40615 1.17126 0.42761 -0.037 -1.586 -0.040 -0.066
C 2.95643 1.55826 -0.80427 -0.007 0.095 -0.088 -0.225
C 4.16812 1.00739 -1.23519 -0.026 -0.141 0.788 -0.159
C 4.85329 0.13863 -0.35864 -0.145 0.312 -0.758 -0.170
C 6.33970 -0.05272 -0.50828 0.521 -0.427 -0.184 0.977
F 6.93713 -0.00310 0.73186 -0.342 -0.047 -1.323 -0.329
F 6.68333 -1.26404 -1.06061 -0.093 1.062 0.443 -0.331
F 6.90778 0.92841 -1.28402 -0.447 -1.123 0.797 -0.325
C 4.19771 -0.46635 0.71870 -0.308 0.412 0.204 -0.179
C 2.97586 0.05588 1.13817 -0.211 0.400 -0.522 -0.166
O -2.06064 -2.52571 0.10112 1.099 -0.089 0.366 -0.676
C -2.99627 -1.66838 0.59647 -0.268 0.755 -0.597 0.310
C -3.07640 -0.52774 -0.22862 -1.463 -0.982 0.981 0.230
C -4.15488 0.34910 -0.04894 0.408 -0.216 -0.533 -0.247
C -5.23994 -0.08051 0.72657 0.466 0.071 0.246 -0.237
C -5.11567 -1.20781 1.53077 0.183 0.020 0.454 -0.218
C -3.91942 -1.93232 1.59731 0.026 0.520 -0.802 -0.276
O -2.21753 -0.66822 -1.28266 1.004 0.336 0.280 -0.656
S 0.80279 3.47543 0.47265 -0.586 -1.124 -0.043 0.408
H -0.59197 5.30237 3.25836 -0.099 0.164 -0.185 0.233
H -0.21838 5.92456 1.63165 -0.145 -0.242 0.197 0.230
H -1.80600 5.20924 1.96870 0.432 -0.309 -0.028 0.238
H -0.55547 2.73171 3.74602 0.283 -0.186 -0.531 0.231
H 0.94232 0.76519 2.81150 0.016 -0.310 0.333 0.222
H 2.44694 2.34705 -1.40377 0.418 -0.856 0.388 0.225
H 4.55822 1.21008 -2.23715 0.130 0.338 0.625 0.237
H 4.64442 -1.34937 1.19528 -0.093 0.683 0.073 0.235
H 2.43202 -0.40984 1.98812 0.538 0.473 -0.769 0.219
H -4.18042 1.30867 -0.54169 -0.142 -0.058 -0.414 0.218
H -6.17555 0.47977 0.73288 0.379 -0.018 0.021 0.217
H -5.95797 -1.52877 2.13358 0.125 0.144 0.138 0.213
H -3.70619 -2.66550 2.34385 -0.260 -0.705 0.087 0.223
```
Forces are in eV/Å.

Computed properties:
Orbital gap (eV): 6.890
E_LUMO (eV): -0.96
Strongest force on any atom (eV/A): 4.7
Relative energy (zero: lowest compared OMol25 entry of this formula, charge and spin) (kcal per mole): 72.4
HOMO energy (eV): -7.854